Version P
Entry from the Open Molecules 2025 dataset: a molecular structure, C5H9N2O (ωB97M-V with the def2-TZVPD basis set).

Last column: Löwdin charge in e.
CARTESIAN COORDINATES (ANGSTROEM)
O  0.792  3.306  -2.133  0.003
N  0.257  1.150  0.224  0.230
N  1.416  2.685  -1.058  0.108
C  -0.178  0.124  -0.058  -0.153
C  -0.829  -1.002  -0.242  -0.107
C  -0.932  -1.984  0.672  -0.080
C  -1.685  -3.222  0.630  -0.050
C  -0.273  3.973  -2.090  0.194
H  2.203  2.225  -1.523  0.127
H  -2.249  -3.309  -0.360  0.131
H  -0.881  4.130  -1.242  0.125
H  0.963  2.030  -0.323  -0.079
H  -0.508  -1.759  1.697  0.157
H  -1.270  -1.071  -1.298  0.164
H  -0.517  4.295  -3.027  0.099
H  -1.150  -4.011  0.895  0.045
H  -2.429  -3.108  1.363  0.088

Multiplicity = 1
E_HOMO (alpha / beta) = -13.72 / -13.72 eV
HOMO-LUMO gap (alpha / beta) = 8.56 / 8.56 eV
Net charge = +1

***

Version Q
Entry from the Open Molecules 2025 dataset: a gas-phase ion, C5H9N2O (charge +1) (ωB97M-V with the def2-TZVPD basis set).

Last column: Löwdin charge in e.
CARTESIAN COORDINATES (ANGSTROEM)
O  3.163  0.443  0.732  0.213
N  1.821  -0.502  -1.114  0.210
N  -0.139  -1.154  0.363  0.075
C  -1.469  -0.684  0.142  -0.170
C  0.801  -0.080  -0.038  -0.232
C  2.325  0.075  0.012  -0.398
C  -0.069  1.187  -0.243  -0.083
C  -1.358  0.819  0.543  -0.099
H  1.979  -0.205  -2.112  0.178
H  -0.141  -1.297  1.418  0.217
H  -2.205  -1.247  0.699  0.135
H  0.119  -2.072  -0.139  0.235
H  0.442  2.035  0.071  0.105
H  -1.621  -0.842  -0.993  0.173
H  -1.190  0.665  1.734  0.177
H  -2.176  1.496  0.207  0.138
H  -0.283  1.362  -1.282  0.125

Multiplicity = 1
E_HOMO = -14.34 eV
HOMO-LUMO gap = 10.80 eV
Net charge = +1
SMILES string = O=C1N[C@]12CCC[NH2+]2

***

Version R
Entry from the Open Molecules 2025 dataset: a gas-phase ion, C5H9N2O (charge +1) (ωB97M-V with the def2-TZVPD basis set).

Last column: Löwdin charge in e.
CARTESIAN COORDINATES (ANGSTROEM)
O  2.922  -1.291  -0.471  0.173
N  1.109  -0.577  -1.803  0.195
N  0.808  -0.628  0.332  0.234
C  -1.609  0.085  0.586  -0.156
C  1.687  -0.826  -0.645  -0.365
C  -1.351  1.291  1.520  -0.061
C  -0.218  -0.196  -1.562  0.040
C  -0.409  -0.224  -0.226  -0.213
H  1.581  -0.669  -2.688  0.193
H  -2.000  1.261  2.381  0.080
H  0.996  -0.778  1.308  0.194
H  3.510  -0.568  -0.214  0.154
H  -2.385  0.346  -0.119  0.120
H  -0.318  1.318  1.840  0.064
H  -0.903  0.041  -2.346  0.141
H  -1.512  2.199  0.954  0.083
H  -1.908  -0.786  1.154  0.123

Multiplicity = 1
E_HOMO = -14.03 eV
HOMO-LUMO gap = 10.77 eV
Net charge = +1
SMILES string = CCc1c[nH]c(O)[nH+]1

***

version R has the most favorable energy; the next structure is 75.6 kcal/mol above.

***

Version P
Entry from the Open Molecules 2025 dataset: a gas-phase ion, C5H10N3 (charge +1) (ωB97M-V with the def2-TZVPD basis set).

Last column: Löwdin charge in e.
CARTESIAN COORDINATES (ANGSTROEM)
N  -0.425  -0.573  -1.107  0.134
N  -1.759  0.196  0.702  0.083
N  1.737  -1.229  -0.782  0.237
C  -0.458  0.290  0.215  -0.531
C  1.799  -0.744  0.362  -0.102
C  0.583  -0.365  1.185  -0.034
C  0.571  -1.324  -1.481  -0.089
C  -0.194  1.717  -0.175  0.000
H  0.245  2.268  0.618  0.085
H  -1.176  2.167  -0.369  0.106
H  0.545  -2.001  -2.248  0.123
H  -1.183  -0.535  -1.839  0.196
H  2.789  -0.537  0.883  0.183
H  -2.378  0.111  -0.093  0.098
H  -2.132  -0.276  1.535  0.125
H  0.484  1.723  -0.998  0.084
H  0.879  0.395  1.923  0.135
H  0.072  -1.284  1.670  0.167

<S²> = 2.010
Multiplicity = 3
E_HOMO (alpha / beta) = -11.68 / -13.79 eV
HOMO-LUMO gap (alpha / beta) = 8.53 / 5.34 eV
Net charge = +1

***

Version Q
Entry from the Open Molecules 2025 dataset: 2 unconnected molecules or ions with the total composition C5H10N3 (ωB97M-V with the def2-TZVPD basis set).

Last column: Löwdin charge in e.
CARTESIAN COORDINATES (ANGSTROEM)
N  0.557  -1.846  -0.443  0.277
N  2.871  1.023  -0.038  0.115
N  -2.246  0.583  -1.615  0.150
C  1.168  -0.151  1.284  -0.096
C  2.239  0.682  1.056  -0.210
C  0.703  -0.878  0.218  -0.178
C  -1.818  -0.241  0.590  0.061
C  -2.058  -0.481  -0.733  -0.251
H  -2.086  1.453  -1.204  0.077
H  -1.860  -1.045  1.276  0.079
H  3.622  1.757  -0.174  0.168
H  -1.936  0.794  0.976  0.109
H  0.675  -0.060  2.176  0.086
H  2.479  1.279  1.969  0.143
H  -2.142  -1.550  -1.020  0.124
H  0.465  -2.406  -1.237  0.098
H  -3.071  0.502  -2.253  0.149
H  2.437  0.586  -0.828  0.097

<S²> = 2.018
Multiplicity = 3
E_HOMO (alpha / beta) = -8.71 / -12.66 eV
HOMO-LUMO gap (alpha / beta) = 5.17 / 6.51 eV
Net charge = +1

***

version P has the most favorable energy; the next structure is 28.8 kcal/mol above.

***

Version P
Entry from the Open Molecules 2025 dataset: 2 unconnected molecules or ions with the total composition C2H4Cl2N2 (ωB97M-V with the def2-TZVPD basis set).

Last column: Löwdin charge in e.
CARTESIAN COORDINATES (ANGSTROEM)
Cl  2.786  0.522  -0.636  0.486
Cl  -3.132  0.617  -0.586  0.527
N  1.623  -0.669  -0.450  -0.535
N  -0.001  1.757  -0.761  0.174
C  -0.368  0.764  -0.281  -0.269
C  -1.517  -0.038  0.017  -0.521
H  -1.261  -1.006  -0.355  0.073
H  1.024  1.893  -0.825  0.005
H  -1.565  -0.115  1.125  0.097
H  1.554  -1.028  0.514  -0.038

Multiplicity = 1
E_HOMO (alpha / beta) = -8.17 / -8.87 eV
HOMO-LUMO gap (alpha / beta) = 7.30 / 8.12 eV
Net charge = 0

***

Version Q
Entry from the Open Molecules 2025 dataset: 2 unconnected molecules or ions with the total composition C2H4Cl2N2 (ωB97M-V with the def2-TZVPD basis set).

Last column: Löwdin charge in e.
CARTESIAN COORDINATES (ANGSTROEM)
Cl  -0.832  -1.914  0.706  0.430
Cl  -1.440  -0.554  3.207  0.560
N  -0.364  1.325  -0.360  0.188
N  0.426  0.539  -0.631  -0.235
C  1.441  -0.173  -0.876  -0.092
C  -2.031  -0.819  1.638  -0.987
H  -2.994  -1.399  1.584  0.052
H  1.847  -0.943  -0.270  0.038
H  -1.850  0.104  1.051  -0.020
H  2.136  0.011  -1.685  0.066

Multiplicity = 1
E_HOMO = -8.69 eV
HOMO-LUMO gap = 9.37 eV
Net charge = 0

***

version Q has the most favorable energy; the next structure is 39.2 kcal/mol above.

***

Version P
Entry from the Open Molecules 2025 dataset: 2 unconnected molecules or ions with the total composition C2H3I3Si (ωB97M-V with the def2-TZVPD basis set).

Last column: Löwdin charge in e.
CARTESIAN COORDINATES (ANGSTROEM)
I  2.155  1.129  0.630  0.297
I  2.102  -1.580  3.405  0.301
I  2.988  -2.646  -0.584  0.362
Si  1.720  -1.289  0.951  -0.871
C  -2.451  1.434  -1.764  0.007
C  -2.063  1.408  -0.634  0.000
H  -2.002  1.522  0.344  -0.030
H  0.336  -1.739  0.385  -0.093
H  -2.787  1.762  -2.734  0.027

Multiplicity = 1
E_HOMO = -9.67 eV
HOMO-LUMO gap = 8.94 eV
Net charge = 0
SMILES string = I[SiH](I)I.C#C

***

Version Q
Entry from the Open Molecules 2025 dataset: a single C2H3I3Si molecule (ωB97M-V with the def2-TZVPD basis set).

Last column: Löwdin charge in e.
CARTESIAN COORDINATES (ANGSTROEM)
I  -3.833  1.756  1.754  0.388
I  -4.126  -2.320  0.084  -0.030
I  -2.969  1.266  -2.263  0.462
Si  -2.712  0.425  0.011  -0.465
C  -0.823  0.263  0.413  -0.390
C  0.129  0.720  -0.471  -0.092
H  -0.495  -0.196  1.431  0.086
H  1.201  0.704  -0.355  0.051
H  -0.222  1.257  -1.388  -0.009

Multiplicity = 1
E_HOMO = -9.17 eV
HOMO-LUMO gap = 7.38 eV
Net charge = 0
SMILES string = C=C[Si](I)(I)I

***

version Q has the most favorable energy; the next structure is 27.0 kcal/mol above.

***

Version P
Entry from the Open Molecules 2025 dataset: a single C2H2N4OS molecule (ωB97M-V with the def2-TZVPD basis set).

Last column: Löwdin charge in e.
CARTESIAN COORDINATES (ANGSTROEM)
S  2.654  -0.087  -0.077  0.620
O  -2.996  -0.039  -0.098  0.121
N  -1.038  -1.164  0.041  0.106
N  -1.123  1.233  -0.037  0.158
N  0.192  -1.209  0.087  0.046
N  0.254  1.151  0.123  0.005
C  -1.695  0.105  -0.009  -0.457
C  1.007  -0.010  0.068  -0.851
H  -3.172  -0.970  0.020  0.109
H  0.803  2.017  0.147  0.143

Multiplicity = 1
E_HOMO = -9.01 eV
HOMO-LUMO gap = 7.60 eV
Net charge = 0
SMILES string = Oc1nnc(=S)[nH]n1

***

Version Q
Entry from the Open Molecules 2025 dataset: a single C2H2N4OS molecule (ωB97M-V with the def2-TZVPD basis set).

Last column: Löwdin charge in e.
CARTESIAN COORDINATES (ANGSTROEM)
S  2.535  -0.457  -0.154  0.586
O  -2.462  -1.256  -0.219  0.120
N  0.542  1.426  0.146  0.037
N  -1.667  0.852  -0.143  0.018
N  -0.810  1.677  0.020  -0.034
N  -0.118  -0.812  0.444  0.096
C  -1.470  -0.440  0.018  -0.376
C  0.960  0.108  0.010  -0.882
H  -0.080  -1.890  0.892  0.234
H  -3.365  -0.752  -0.115  0.202

Multiplicity = 1
E_HOMO = -8.92 eV
HOMO-LUMO gap = 7.64 eV
Net charge = 0
SMILES string = Oc1nnnc(=S)[nH]1

***

version P has the most favorable energy; the next structure is 36.2 kcal/mol above.

***

Version P
Entry from the Open Molecules 2025 dataset: a molecular structure, C3H7N2S (ωB97M-V with the def2-TZVPD basis set).

Last column: Löwdin charge in e.
CARTESIAN COORDINATES (ANGSTROEM)
S  0.484  -0.650  -0.181  1.185
N  2.529  -0.528  0.777  0.017
N  1.517  0.564  -0.863  -0.210
C  2.732  0.231  -0.239  -0.266
C  -0.956  0.123  -0.597  -0.359
C  -2.272  -0.407  -0.254  -0.133
H  -2.948  -0.157  -1.150  0.133
H  -2.087  -1.521  -0.228  0.095
H  -2.782  -0.059  0.678  0.124
H  1.317  0.850  -1.793  0.101
H  3.575  0.728  -0.687  0.142
H  3.186  -0.497  1.473  0.057
H  -1.045  1.192  -0.879  0.113

Multiplicity = 1
E_HOMO = -14.66 eV
HOMO-LUMO gap = 8.98 eV
Net charge = +1

***

Version Q
Entry from the Open Molecules 2025 dataset: a gas-phase ion, C3H7N2S (charge +1) (ωB97M-V with the def2-TZVPD basis set).

Last column: Löwdin charge in e.
CARTESIAN COORDINATES (ANGSTROEM)
S  -0.442  -1.428  -1.470  0.981
N  -0.737  0.591  0.158  -0.062
N  0.455  -1.837  -0.229  -0.372
C  0.568  0.317  0.905  -0.089
C  0.866  -1.204  0.763  -0.184
C  -0.415  0.459  -1.301  -0.351
H  0.389  1.150  -1.529  0.098
H  -1.260  0.905  -1.975  0.134
H  -1.546  -0.169  0.362  0.218
H  1.408  0.877  0.447  0.135
H  -1.278  1.502  0.330  0.210
H  0.493  0.484  2.075  0.175
H  1.499  -1.647  1.465  0.106

Multiplicity = 1
E_HOMO = -13.53 eV
HOMO-LUMO gap = 9.45 eV
Net charge = +1
SMILES string = C1=NSC[NH2+]C1

***

Version R
Entry from the Open Molecules 2025 dataset: a molecular structure, C3H7N2S (ωB97M-V with the def2-TZVPD basis set).

Last column: Löwdin charge in e.
CARTESIAN COORDINATES (ANGSTROEM)
S  1.754  0.016  -0.771  1.127
N  0.085  1.510  -0.114  0.024
N  0.012  -1.695  0.930  -0.009
C  1.354  1.513  -0.065  -0.345
C  -0.103  0.175  -0.760  -0.433
C  -0.813  -0.931  -0.054  -0.279
H  0.226  -1.022  1.756  0.121
H  -1.678  -0.407  0.220  0.108
H  -0.568  -2.538  1.137  0.102
H  -0.520  2.344  -0.118  0.196
H  -1.057  -1.661  -0.751  0.106
H  -0.667  0.425  -1.720  0.173
H  1.975  2.271  0.309  0.107

Multiplicity = 1
E_HOMO = -13.89 eV
HOMO-LUMO gap = 9.22 eV
Net charge = +1

***

Version S
Entry from the Open Molecules 2025 dataset: a gas-phase ion, C3H7N2S (charge +1) (ωB97M-V with the def2-TZVPD basis set).

Last column: Löwdin charge in e.
CARTESIAN COORDINATES (ANGSTROEM)
S  -1.973  -0.254  -3.052  0.894
N  -0.984  0.263  -0.640  0.001
N  1.980  -0.551  0.862  0.118
C  -0.717  -0.167  -1.856  -0.426
C  -0.292  0.426  0.621  -0.083
C  0.838  0.018  1.239  -0.194
H  0.645  0.242  2.265  0.122
H  -1.014  0.867  1.401  0.142
H  2.763  -0.342  1.491  0.135
H  -1.998  0.509  -0.589  0.148
H  2.158  -0.526  -0.144  0.119
H  0.205  -0.500  -2.186  0.070
H  -2.735  0.811  -2.537  -0.045

Multiplicity = 1
E_HOMO (alpha / beta) = -12.76 / -12.76 eV
HOMO-LUMO gap (alpha / beta) = 7.75 / 7.75 eV
Net charge = +1

***

version S has the most favorable energy; the next structure is 4.2 kcal/mol above.